1.
{"formula": "C12H13AuF7N6O4S2", "method": "ωB97M-V/def2-TZVPD", "charge": 1, "de_lowest_ev": 0.3672, "spin_multiplicity": 3, "elements": ["Au", "F", "C", "F", "F", "S", "O", "O", "N", "S", "O", "O", "C", "F", "F", "F", "F", "N", "C", "C", "C", "N", "C", "N", "C", "C", "N", "C", "C", "N", "C", "C", "H", "H", "H", "H", "H", "H", "H", "H", "H", "H", "H", "H", "H"], "positions_angstrom": [[0.474, -1.078, -0.118], [-4.173, -2.440, -1.128], [-2.856, -2.439, -1.134], [-2.417, -3.591, -1.658], [-2.409, -2.369, 0.129], [-2.217, -1.029, -2.158], [-0.759, -1.020, -1.918], [-2.607, -1.350, -3.480], [-2.958, 0.226, -1.611], [-2.505, 1.059, -0.354], [-1.824, 0.291, 0.678], [-1.927, 2.329, -0.677], [-4.154, 1.415, 0.390], [-4.760, 0.279, 0.707], [-4.905, 2.108, -0.447], [-3.951, 2.126, 1.500], [1.547, -1.353, 1.546], [0.640, -3.256, -0.579], [0.226, -4.316, -0.413], [-0.296, -5.610, -0.215], [-0.209, -6.555, -1.248], [-0.127, -7.330, -2.098], [-0.923, -5.902, 1.006], [-1.430, -6.132, 2.016], [1.804, 3.371, -0.435], [1.220, 2.002, -0.832], [1.495, 1.017, 0.225], [0.995, 1.504, 1.526], [1.764, 2.770, 1.947], [2.639, 3.171, 0.797], [3.678, 2.116, 0.565], [2.946, 0.781, 0.307], [1.032, 4.096, -0.183], [2.449, 3.791, -1.205], [1.673, 1.643, -1.756], [0.147, 2.082, -0.988], [1.132, 0.706, 2.252], [-0.068, 1.703, 1.421], [2.416, 2.604, 2.803], [1.102, 3.607, 2.162], [3.104, 4.048, 1.024], [4.304, 2.080, 1.454], [4.283, 2.438, -0.281], [3.126, 0.056, 1.097], [3.280, 0.352, -0.636]]}

=====

2.
{"formula": "C12H13Br2I2NO2", "method": "ωB97M-V/def2-TZVPD", "charge": 0, "e_tot_ha": -6413.1793, "elements": ["C", "C", "I", "C", "I", "C", "C", "N", "C", "C", "C", "C", "C", "Br", "C", "C", "O", "O", "H", "H", "H", "H", "H", "H", "H", "H", "H", "H", "H", "H", "H", "Br"], "positions_angstrom": [[3.104, -0.374, 0.427], [2.600, -0.282, 1.996], [4.010, 0.635, 3.461], [1.250, -0.783, 2.476], [0.602, -0.711, 4.578], [0.280, -1.396, 1.259], [0.248, -2.979, 0.831], [-0.655, -3.406, -0.331], [-1.526, -2.415, -1.131], [-1.571, -0.790, -0.763], [-2.539, 0.203, -1.695], [-1.544, 1.292, -2.424], [-2.040, 2.858, -2.295], [-0.558, 4.091, -1.697], [-0.639, -0.240, 0.475], [-0.592, 1.349, 0.882], [-1.782, 1.987, 1.029], [0.631, 2.165, 1.056], [2.251, -0.246, -0.365], [3.940, 0.440, 0.184], [3.618, -1.421, 0.185], [0.910, -3.785, 1.385], [-0.624, -4.441, -0.564], [-2.148, -2.856, -2.022], [-3.407, 0.678, -1.065], [-3.020, -0.490, -2.539], [-1.498, 0.994, -3.563], [-0.474, 1.216, -1.916], [-2.985, 2.901, -1.576], [-2.413, 3.275, -3.344], [0.578, 2.643, 1.943], [5.993, -0.111, 5.121]]}

=====

3.
{"formula": "C12H13BrO2Pt", "method": "ωB97M-V/def2-TZVPD", "charge": 0, "spin_multiplicity": 5, "e_tot_ha": -3308.6239, "elements": ["C", "C", "C", "H", "C", "C", "H", "H", "H", "H", "Pt", "Br", "C", "C", "C", "H", "C", "C", "H", "H", "H", "H", "C", "O", "C", "O", "H", "H", "H"], "positions_angstrom": [[-1.048, -1.070, -2.121], [-1.072, -2.013, -1.061], [-1.963, -1.423, -0.001], [-0.747, -3.050, -1.117], [-2.203, -0.028, -0.415], [-1.735, 0.115, -1.716], [-1.868, 0.990, -2.363], [-0.603, -1.230, -3.111], [-2.724, -2.047, 0.477], [-2.823, 0.652, 0.157], [-0.279, -1.530, 1.070], [1.721, -2.868, 1.353], [2.468, 0.835, -0.271], [1.663, 1.656, -1.099], [1.877, 1.274, -2.466], [0.989, 2.435, -0.755], [2.808, 0.207, -2.462], [3.204, -0.056, -1.119], [4.013, -0.705, -0.799], [2.495, 0.859, 0.821], [1.467, 1.752, -3.342], [3.231, -0.295, -3.341], [-1.764, 0.894, 3.940], [-1.677, 0.320, 2.615], [-0.434, 0.210, 2.079], [0.453, 1.041, 2.218], [-1.007, 0.468, 4.613], [-2.757, 0.621, 4.305], [-1.684, 1.987, 3.911]]}